Entry 1:
C38H58N2O2P2PtSi | the ωB97M-V functional and the def2-TZVPD basis

Calculated values
- Largest force on an atom: 0.36 eV Å⁻¹
- Frontier orbital gap (spin up / spin down): 0.2227 / 0.2886 Eh
- Relative energy (zero: lowest compared OMol25 entry of this formula, charge and spin): 0.6 kJ/mol
- Expectation value of S²: 2.01
- LUMO energy (spin up / spin down): 0.47 / -0.63 eV
- Energy: -77127.521 eV
- 2S+1: 3

Positions of all 104 atoms, in Å:
Pt (-0.666, -0.066, -1.125)
C (-1.704, 3.448, -2.093)
Si (-0.949, 2.212, -0.878)
C (0.818, 2.846, -0.513)
C (1.051, 4.151, -0.073)
C (2.326, 4.601, 0.234)
C (3.411, 3.747, 0.093)
C (3.210, 2.451, -0.356)
C (1.926, 1.996, -0.655)
P (1.645, 0.278, -1.230)
C (2.793, -0.761, -0.165)
C (2.146, -2.080, 0.303)
C (2.339, -3.253, -0.650)
C (3.810, -3.466, -0.982)
C (4.414, -2.200, -1.579)
C (4.238, -1.007, -0.641)
C (2.372, 0.251, -2.947)
C (2.227, 1.557, -3.740)
C (0.840, 1.745, -4.343)
C (0.473, 0.566, -5.236)
C (0.519, -0.723, -4.427)
C (1.879, -0.948, -3.777)
C (-2.010, 2.423, 0.695)
C (-2.624, 3.633, 1.028)
C (-3.452, 3.749, 2.134)
C (-3.684, 2.644, 2.942)
C (-3.078, 1.436, 2.640)
C (-2.251, 1.315, 1.525)
P (-1.283, -0.190, 1.153)
C (-0.070, -0.210, 2.547)
C (-0.618, -0.203, 3.980)
C (0.509, -0.619, 4.941)
C (1.876, -0.093, 4.473)
C (1.695, 1.217, 3.715)
C (0.885, 0.993, 2.426)
C (-2.212, -1.800, 1.164)
C (-2.377, -2.659, 2.424)
C (-3.608, -2.340, 3.268)
C (-4.872, -2.349, 2.414)
C (-4.745, -1.373, 1.249)
C (-3.532, -1.692, 0.379)
H (-1.606, 4.477, -1.732)
H (-2.768, 3.239, -2.223)
H (-1.227, 3.404, -3.073)
H (0.212, 4.829, 0.050)
H (2.475, 5.615, 0.586)
H (4.411, 4.089, 0.329)
H (4.065, 1.795, -0.466)
H (2.871, -0.118, 0.715)
H (1.078, -1.929, 0.466)
H (2.596, -2.334, 1.272)
H (1.753, -3.088, -1.556)
H (1.912, -4.151, -0.198)
H (3.926, -4.302, -1.675)
H (4.359, -3.732, -0.070)
H (3.942, -2.004, -2.544)
H (5.480, -2.338, -1.776)
H (4.671, -0.109, -1.086)
H (4.828, -1.204, 0.263)
H (3.440, 0.116, -2.757)
H (2.957, 1.515, -4.557)
H (2.499, 2.416, -3.125)
H (0.800, 2.687, -4.895)
H (0.102, 1.810, -3.537)
H (1.177, 0.507, -6.075)
H (-0.520, 0.710, -5.670)
H (0.267, -1.591, -5.041)
H (-0.238, -0.665, -3.637)
H (2.623, -1.131, -4.562)
H (1.834, -1.853, -3.170)
H (-2.467, 4.503, 0.401)
H (-3.923, 4.697, 2.363)
H (-4.335, 2.723, 3.803)
H (-3.260, 0.584, 3.280)
H (0.493, -1.139, 2.400)
H (-1.478, -0.852, 4.117)
H (-0.953, 0.811, 4.213)
H (0.538, -1.709, 5.020)
H (0.284, -0.238, 5.940)
H (2.355, -0.823, 3.813)
H (2.545, 0.034, 5.326)
H (2.658, 1.667, 3.467)
H (1.180, 1.933, 4.362)
H (1.557, 0.842, 1.587)
H (0.312, 1.895, 2.194)
H (-1.521, -2.348, 0.511)
H (-1.466, -2.655, 3.025)
H (-2.485, -3.689, 2.065)
H (-3.509, -1.363, 3.749)
H (-3.689, -3.071, 4.077)
H (-5.743, -2.103, 3.025)
H (-5.033, -3.360, 2.024)
H (-4.673, -0.352, 1.633)
H (-5.646, -1.407, 0.631)
H (-3.427, -0.950, -0.415)
H (-3.694, -2.653, -0.121)
N (-2.661, -1.042, -2.871)
N (-2.360, -2.403, -3.005)
C (-1.154, -2.918, -2.473)
O (-0.773, -3.990, -2.926)
O (-0.567, -2.227, -1.566)
H (-3.638, -0.921, -2.636)
H (-2.450, -0.513, -3.710)
H (-2.604, -2.847, -3.878)

Entry 2:
C38H61BN10O12 | the ωB97M-V functional and the def2-TZVPD basis

Calculated values
- Largest force on an atom: 6.11 eV Å⁻¹
- Frontier orbital gap (spin up / spin down): 0.1575 / 0.0474 Eh
- Charge: +3
- Expectation value of S²: 0.76
- LUMO energy (spin up / spin down): -6.27 / -9.27 eV
- Energy: -80518.875 eV
- 2S+1: 2

Positions of all 122 atoms, in Å:
O (-5.465, 35.051, -2.503)
C (-5.345, 33.881, -2.388)
O (-4.712, 33.327, -1.316)
B (-4.940, 31.871, -1.332)
O (-5.592, 31.652, -2.615)
C (-5.925, 32.818, -3.285)
O (-6.531, 32.973, -4.334)
O (-5.824, 31.399, -0.259)
C (-5.186, 30.503, 0.472)
O (-5.600, 29.935, 1.441)
C (-3.788, 30.369, -0.088)
O (-3.699, 31.139, -1.122)
O (-2.906, 29.712, 0.432)
C (-9.958, 32.875, 1.700)
C (-8.492, 33.084, 1.127)
N (-8.310, 34.497, 0.764)
C (-8.793, 35.056, -0.352)
C (-8.291, 36.360, -0.456)
N (-7.449, 36.637, 0.596)
C (-7.417, 35.464, 1.290)
C (-6.738, 37.893, 0.807)
H (-10.710, 32.759, 0.920)
H (-10.155, 33.675, 2.414)
H (-9.986, 31.952, 2.280)
H (-8.112, 32.478, 0.305)
H (-7.802, 32.732, 1.894)
H (-9.504, 34.500, -0.945)
H (-8.574, 37.082, -1.208)
H (-6.825, 35.280, 2.174)
H (-6.011, 37.813, 1.616)
H (-7.541, 38.584, 1.064)
H (-6.289, 38.202, -0.137)
C (-4.401, 30.016, 4.216)
C (-2.964, 30.407, 3.766)
N (-2.031, 29.313, 4.066)
C (-1.562, 28.964, 5.363)
C (-0.716, 27.851, 5.251)
N (-0.856, 27.415, 3.949)
C (-1.648, 28.316, 3.216)
C (-0.214, 26.267, 3.471)
H (-4.533, 29.036, 3.758)
H (-5.130, 30.777, 3.937)
H (-4.540, 29.881, 5.289)
H (-2.511, 31.345, 4.086)
H (-2.893, 30.592, 2.694)
H (-1.823, 29.593, 6.201)
H (-0.150, 27.361, 6.030)
H (-1.863, 28.277, 2.158)
H (-0.742, 25.330, 3.650)
H (0.860, 26.262, 3.658)
H (-0.345, 26.365, 2.394)
C (0.054, 29.005, 0.063)
C (-0.600, 27.894, -0.723)
N (-0.421, 28.017, -2.188)
C (-0.281, 27.085, -3.159)
C (-0.112, 27.691, -4.462)
N (-0.172, 29.048, -4.206)
C (-0.438, 29.274, -2.851)
C (-0.110, 30.085, -5.201)
H (-0.033, 28.862, 1.140)
H (-0.273, 29.983, -0.290)
H (1.104, 29.080, -0.222)
H (-1.684, 27.891, -0.607)
H (-0.506, 26.839, -0.465)
H (-0.260, 26.029, -2.932)
H (0.133, 27.209, -5.397)
H (-0.414, 30.244, -2.377)
H (-0.176, 31.051, -4.699)
H (-0.872, 30.164, -5.976)
H (0.807, 30.109, -5.789)
C (-12.786, 35.302, -1.333)
C (-12.939, 35.070, -2.864)
N (-11.827, 35.687, -3.504)
C (-11.809, 36.927, -4.090)
C (-10.551, 37.165, -4.630)
N (-9.914, 35.958, -4.698)
C (-10.644, 35.048, -3.907)
C (-8.525, 35.775, -5.203)
H (-13.729, 35.193, -0.797)
H (-12.469, 36.327, -1.138)
H (-12.144, 34.582, -0.827)
H (-13.843, 35.598, -3.170)
H (-12.960, 33.997, -3.053)
H (-12.631, 37.621, -3.992)
H (-10.158, 38.015, -5.168)
H (-10.255, 34.075, -3.644)
H (-8.429, 36.313, -6.146)
H (-8.292, 34.711, -5.242)
H (-7.985, 36.289, -4.408)
C (-8.772, 30.428, -4.774)
C (-7.570, 29.647, -5.433)
N (-7.745, 29.528, -6.872)
C (-8.293, 30.511, -7.760)
C (-8.462, 30.007, -9.055)
N (-8.182, 28.639, -8.963)
C (-7.817, 28.344, -7.610)
C (-8.070, 27.707, -10.051)
H (-8.709, 30.563, -3.694)
H (-9.644, 29.820, -5.015)
H (-9.163, 31.332, -5.242)
H (-7.509, 28.676, -4.942)
H (-6.634, 30.173, -5.244)
H (-8.337, 31.527, -7.398)
H (-8.801, 30.318, -10.032)
H (-7.549, 27.362, -7.249)
H (-7.778, 28.195, -10.981)
H (-9.040, 27.220, -10.154)
H (-7.320, 26.990, -9.716)
C (-6.142, 38.716, -3.136)
C (-7.135, 39.756, -2.662)
O (-6.931, 40.949, -2.968)
O (-7.931, 39.378, -1.798)
H (-6.276, 38.631, -4.214)
H (-6.243, 37.765, -2.613)
H (-5.113, 38.911, -2.834)
C (-4.982, 26.308, 0.786)
C (-3.786, 25.344, 0.429)
O (-2.629, 25.584, 0.960)
O (-4.103, 24.361, -0.248)
H (-5.188, 26.429, 1.850)
H (-5.928, 26.112, 0.281)
H (-4.683, 27.304, 0.460)

Entry 3:
C38H61Cl2GeN3SeSi3Sn | the ωB97M-V functional and the def2-TZVPD basis

Calculated values
- Largest force on an atom: 1.34 eV Å⁻¹
- Frontier orbital gap (spin up / spin down): 0.2229 / 0.1313 Eh
- Relative energy (zero: lowest compared OMol25 entry of this formula, charge and spin): 44.8 kJ/mol
- Charge: +3
- Expectation value of S²: 0.78
- LUMO energy (spin up / spin down): -9.32 / -11.81 eV
- Energy: -221215.718 eV
- 2S+1: 2

Positions of all 110 atoms, in Å:
Sn (0.536, 0.755, 0.170)
N (0.595, -0.129, 1.874)
C (0.720, -0.719, 3.008)
C (0.470, -0.030, 4.283)
C (0.076, -0.749, 5.418)
C (-0.070, -0.102, 6.633)
C (0.182, 1.261, 6.730)
C (0.568, 1.984, 5.605)
C (0.700, 1.346, 4.387)
C (1.197, -2.123, 3.027)
C (0.717, -3.023, 2.074)
C (1.150, -4.337, 2.079)
C (2.091, -4.754, 3.016)
C (2.593, -3.855, 3.948)
C (2.144, -2.543, 3.963)
H (-0.135, -1.809, 5.345)
H (-0.364, -0.665, 7.508)
H (0.076, 1.762, 7.683)
H (0.782, 3.042, 5.688)
H (1.015, 1.899, 3.511)
H (-0.026, -2.693, 1.355)
H (0.749, -5.043, 1.362)
H (2.425, -5.783, 3.026)
H (3.328, -4.176, 4.674)
H (2.540, -1.843, 4.688)
C (-3.063, -3.984, 0.525)
C (-4.387, -3.218, 0.549)
C (-4.480, -2.186, 1.673)
C (-3.505, -1.015, 1.545)
N (-3.774, -0.212, 0.334)
C (-3.014, -0.139, -0.796)
Se (-1.349, -0.884, -1.009)
N (-3.670, 0.602, -1.734)
C (-3.291, 0.819, -3.144)
C (-4.163, -0.018, -4.082)
C (-3.881, -1.520, -4.010)
C (-2.508, -1.901, -4.564)
C (-4.846, 1.023, -1.197)
C (-5.854, 1.842, -1.720)
C (-6.898, 2.123, -0.883)
C (-6.962, 1.607, 0.455)
C (-5.985, 0.803, 0.976)
C (-4.911, 0.507, 0.130)
H (-3.139, -4.850, -0.132)
H (-2.809, -4.345, 1.524)
H (-2.237, -3.370, 0.159)
H (-5.200, -3.930, 0.693)
H (-4.562, -2.735, -0.421)
H (-4.280, -2.668, 2.632)
H (-5.500, -1.799, 1.715)
H (-2.477, -1.367, 1.492)
H (-3.595, -0.355, 2.408)
H (-2.243, 0.553, -3.252)
H (-3.407, 1.882, -3.350)
H (-3.991, 0.338, -5.099)
H (-5.213, 0.169, -3.846)
H (-4.648, -2.033, -4.590)
H (-3.978, -1.870, -2.974)
H (-2.405, -1.560, -5.596)
H (-2.378, -2.983, -4.554)
H (-1.694, -1.466, -3.978)
H (-5.805, 2.247, -2.721)
H (-7.699, 2.759, -1.236)
H (-7.810, 1.872, 1.074)
H (-6.042, 0.427, 1.987)
C (3.007, -2.420, -0.702)
Si (3.500, -1.343, -2.145)
C (5.265, -1.483, -2.716)
C (2.237, -1.331, -3.510)
Ge (3.645, 0.933, -1.121)
Si (3.215, 2.861, -2.698)
C (1.730, 2.292, -3.672)
C (2.838, 4.299, -1.576)
C (4.842, 2.954, -3.586)
Si (4.719, 1.486, 1.050)
C (6.490, 1.741, 0.547)
C (4.394, 0.038, 2.174)
C (3.877, 3.040, 1.650)
H (3.084, -3.481, -0.960)
H (1.971, -2.231, -0.403)
H (3.644, -2.245, 0.166)
H (5.440, -2.456, -3.184)
H (5.967, -1.386, -1.886)
H (5.502, -0.717, -3.458)
H (2.187, -2.324, -3.970)
H (2.501, -0.627, -4.298)
H (1.237, -1.088, -3.140)
H (0.893, 2.058, -3.009)
H (1.955, 1.409, -4.269)
H (1.403, 3.076, -4.363)
H (2.065, 4.054, -0.846)
H (2.487, 5.156, -2.161)
H (3.732, 4.623, -1.040)
H (5.057, 2.041, -4.144)
H (5.660, 3.129, -2.884)
H (4.842, 3.783, -4.300)
H (6.913, 0.859, 0.062)
H (7.099, 1.957, 1.431)
H (6.590, 2.587, -0.136)
H (4.712, -0.904, 1.725)
H (3.331, -0.039, 2.414)
H (4.942, 0.157, 3.114)
H (4.178, 3.909, 1.064)
H (4.154, 3.235, 2.690)
H (2.787, 2.961, 1.606)
Cl (-3.744, 4.162, -1.165)
C (-2.060, 4.675, -1.138)
Cl (-0.978, 3.289, -0.785)
H (-1.926, 5.409, -0.355)
H (-1.789, 5.063, -2.111)

Entry 4:
C38H61LaN2OSSi4 | the ωB97M-V functional and the def2-TZVPD basis

Calculated values
- Largest force on an atom: 1.22 eV Å⁻¹
- Frontier orbital gap: 0.1850 Eh
- Relative energy (zero: lowest compared OMol25 entry of this formula, charge and spin): 0.0 kJ/mol
- Charge: -2
- LUMO energy: 3.73 eV
- Energy: -88630.344 eV

Positions of all 108 atoms, in Å:
La (0.273, 0.715, -1.044)
C (-1.853, -0.445, -3.493)
N (-0.410, -0.229, -3.531)
C (0.313, -1.438, -3.888)
C (-0.124, 0.839, -4.503)
C (1.315, 1.308, -4.395)
C (2.090, 1.279, -5.554)
C (3.402, 1.687, -5.522)
C (3.898, 2.139, -4.300)
C (3.136, 2.081, -3.134)
C (1.797, 1.636, -3.115)
H (-2.196, -0.952, -4.406)
H (-2.384, 0.505, -3.359)
H (-2.113, -1.111, -2.658)
H (-0.091, -1.823, -4.834)
H (0.312, -2.194, -3.108)
H (1.370, -1.187, -4.016)
H (-0.802, 1.688, -4.300)
H (-0.350, 0.467, -5.517)
H (1.651, 0.973, -6.491)
H (4.048, 1.674, -6.394)
H (4.925, 2.465, -4.270)
H (3.604, 2.364, -2.193)
C (-4.868, -0.546, -1.838)
Si (-4.323, -0.248, -0.032)
C (-4.426, 1.616, 0.318)
C (-5.838, -0.998, 0.907)
C (-2.680, -0.914, 0.417)
C (-2.071, -0.102, 1.464)
C (-2.229, -0.412, 2.851)
C (-1.852, 0.493, 3.802)
C (-1.239, 1.685, 3.402)
C (-0.975, 1.888, 2.070)
N (-1.368, 1.034, 1.107)
Si (-2.461, -2.747, 0.439)
C (-2.499, -3.413, -1.345)
C (-3.762, -3.738, 1.426)
C (-0.771, -3.116, 1.152)
H (-5.768, 0.011, -2.031)
H (-5.128, -1.586, -2.040)
H (-4.154, -0.220, -2.565)
H (-5.369, 1.990, -0.062)
H (-3.615, 2.189, -0.146)
H (-4.404, 1.821, 1.393)
H (-6.706, -0.409, 0.604)
H (-5.715, -0.900, 1.979)
H (-6.079, -2.018, 0.684)
H (-2.703, -1.354, 3.100)
H (-1.959, 0.272, 4.851)
H (-0.871, 2.401, 4.151)
H (-0.414, 2.754, 1.695)
H (-3.386, -3.135, -1.866)
H (-2.456, -4.488, -1.286)
H (-1.623, -3.101, -1.896)
H (-4.719, -3.621, 0.910)
H (-3.876, -3.297, 2.403)
H (-3.537, -4.784, 1.539)
H (0.008, -2.573, 0.621)
H (-0.523, -4.162, 1.133)
H (-0.695, -2.771, 2.182)
C (4.645, -1.512, 6.421)
C (4.701, -0.716, 7.702)
O (5.166, -1.167, 8.725)
S (4.014, 0.941, 7.646)
C (3.566, 1.159, 5.897)
C (2.409, 0.598, 5.368)
C (2.009, 0.870, 4.075)
C (2.728, 1.760, 3.244)
C (3.880, 2.305, 3.790)
C (4.292, 2.015, 5.078)
C (2.302, 2.016, 1.907)
C (1.834, 2.084, 0.772)
H (5.381, -2.306, 6.506)
H (4.832, -0.885, 5.549)
H (3.652, -1.928, 6.320)
H (1.792, -0.055, 5.981)
H (1.085, 0.422, 3.676)
H (4.454, 2.951, 3.153)
H (5.191, 2.481, 5.445)
C (4.729, -2.822, -0.922)
Si (2.884, -2.584, -0.352)
C (2.911, -2.658, 1.540)
C (1.954, -4.038, -1.130)
C (2.274, -1.017, -0.958)
H (5.182, -3.753, -0.577)
H (5.368, -1.999, -0.591)
H (4.809, -2.809, -2.009)
H (2.970, -3.647, 1.981)
H (2.057, -2.129, 1.947)
H (3.821, -2.152, 1.864)
H (2.285, -5.015, -0.786)
H (2.109, -4.000, -2.183)
H (0.873, -3.987, -0.966)
H (2.461, -0.972, -2.046)
H (2.837, -0.168, -0.558)
C (-3.148, 3.483, -2.901)
Si (-1.435, 3.447, -1.990)
C (-1.818, 4.691, -0.538)
C (-0.531, 4.717, -3.177)
H (-3.429, 4.533, -2.955)
H (-3.976, 2.953, -2.437)
H (-3.050, 3.095, -3.907)
H (-2.339, 5.549, -0.995)
H (-0.910, 5.011, -0.065)
H (-2.461, 4.257, 0.225)
H (-1.188, 5.587, -3.267)
H (-0.328, 4.377, -4.186)
H (0.404, 5.076, -2.783)

- What is the energy in the first record?
  -77127.521 eV